No. 1
ORCA calculation (ωB97M-V/def2-TZVPD) on a structure of composition C5H7NO.

The calculation puts the HOMO energy at -8.127 eV. The energy above the lowest of the compared OMol25 structures with the same formula, charge and spin is 136.3 kcal/mol. For the electronic energy, the calculation gives -324.5073 hartree. As for the total charge: 0.

Element x y z (Å)
O -0.790 -2.448 -0.789
C 0.082 -1.383 -0.552
C -0.460 0.012 -0.883
C -1.258 0.162 0.412
C 0.543 1.902 0.727
N 0.212 0.566 0.295
C -0.129 -0.769 0.828
H -0.767 -2.631 -1.734
H 1.120 -1.595 -0.861
H -0.528 0.589 -1.804
H -0.273 2.526 0.380
H 1.513 2.211 0.329
H 0.554 1.910 1.820
H 0.182 -1.052 1.830

These are the Mulliken partial charges, in e, on atoms 1 to 8: atom 1 (O): -0.52, atom 2 (C): 0.08, atom 3 (C): -0.08, atom 4 (C): -1.09, atom 5 (C): -0.78, atom 6 (N): 0.07, atom 7 (C): -0.01, atom 8 (H): 0.31

No. 2
ORCA calculation (ωB97M-V/def2-TZVPD) on an isolated molecule of C5H7NO.

The calculation puts the HOMO energy at -8.890 eV. The energy above the lowest of the compared OMol25 structures with the same formula, charge and spin is 133.5 kcal/mol. For the electronic energy, the calculation gives -324.5118 hartree. As for the total charge: 0.

Element x y z (Å)
C 1.579 3.136 -0.301
C 0.230 0.692 -0.366
C 1.607 2.113 0.313
C -0.211 -1.179 1.120
C -1.226 -1.138 -1.004
N -0.378 -0.414 -0.077
O 1.195 0.943 0.629
H 1.832 4.122 -0.594
H 0.388 -0.570 1.818
H -1.094 -1.638 1.505
H 0.260 -2.130 0.696
H -0.549 -1.926 -1.427
H -2.082 -1.417 -0.396
H -1.552 -0.593 -1.915

These are the Mulliken partial charges, in e, on atoms 1 to 8: atom 1 (C): -0.13, atom 2 (C): -0.31, atom 3 (C): -0.07, atom 4 (C): -0.86, atom 5 (C): -0.86, atom 6 (N): 0.23, atom 7 (O): -0.29, atom 8 (H): 0.38

No. 3
ORCA calculation (ωB97M-V/def2-TZVPD) on a structure of composition C5H7NO.

The calculation puts the HOMO energy at -8.207 eV. The energy above the lowest of the compared OMol25 structures with the same formula, charge and spin is 58.7 kcal/mol. For the electronic energy, the calculation gives -324.6310 hartree. As for the total charge: 0.

Element x y z (Å)
C 0.583 0.712 1.327
C 0.516 -0.944 0.101
C -0.827 -1.324 -0.195
C -1.353 -0.332 -0.976
N -0.436 0.643 -1.178
C 0.857 0.299 -0.601
O 1.910 0.830 -0.936
H 1.286 0.270 2.024
H -0.419 0.715 1.737
H 0.917 1.745 1.132
H 1.256 -1.619 0.512
H -1.362 -2.182 0.186
H -2.368 -0.254 -1.353
H -0.560 1.441 -1.781

These are the Mulliken partial charges, in e, on atoms 1 to 8: atom 1 (C): -1.07, atom 2 (C): -0.42, atom 3 (C): -0.60, atom 4 (C): -0.29, atom 5 (N): -0.07, atom 6 (C): 0.62, atom 7 (O): -0.70, atom 8 (H): 0.32

No. 4
ORCA calculation (ωB97M-V/def2-TZVPD) on a cluster of 2 separate species, C5H7NO in total.

The calculation puts the HOMO energy (alpha / beta) at -8.501 / -7.869 eV. The energy above the lowest of the compared OMol25 structures with the same formula, charge and spin is 135.9 kcal/mol. For the electronic energy, the calculation gives -324.5079 hartree. As for the total charge: 0.

Element x y z (Å)
C 2.840 1.163 -0.114
C 1.640 1.097 -0.181
C -0.704 0.834 -0.962
C 0.060 -1.287 0.906
C 0.261 1.004 0.117
N -1.929 1.135 -0.673
O -0.134 1.673 1.226
H 3.867 1.100 0.000
H -0.427 0.606 -1.999
H 0.723 -1.676 1.563
H 0.024 -1.781 -0.127
H -1.034 -1.068 1.182
H -2.578 0.979 -1.444
H -1.008 1.923 1.219

These are the Mulliken partial charges, in e, on atoms 1 to 8: atom 1 (C): 0.08, atom 2 (C): -0.62, atom 3 (C): 0.09, atom 4 (C): -0.86, atom 5 (C): 0.12, atom 6 (N): -0.66, atom 7 (O): -0.46, atom 8 (H): 0.45

No. 5
ORCA calculation (ωB97M-V/def2-TZVPD) on an isolated molecule of C5H7NO.

The calculation puts the HOMO energy at -8.035 eV. The energy above the lowest of the compared OMol25 structures with the same formula, charge and spin is 61.2 kcal/mol. For the electronic energy, the calculation gives -324.6269 hartree. Its structure (SMILES) is Cc1occc1N. As for the total charge: 0.

Element x y z (Å)
C 1.891 -0.458 -0.178
C 0.571 0.200 -0.181
O 0.403 1.423 -0.800
C -0.907 1.691 -0.802
C -1.617 0.700 -0.161
C -0.606 -0.184 0.337
N -0.918 -1.346 1.065
H 1.739 -1.523 0.039
H 2.395 -0.371 -1.146
H 2.523 -0.023 0.599
H -1.171 2.642 -1.249
H -2.066 -0.061 -0.773
H -1.893 -1.323 1.352
H -0.346 -1.367 1.899

These are the Mulliken partial charges, in e, on atoms 1 to 8: atom 1 (C): -1.28, atom 2 (C): 0.07, atom 3 (O): -0.34, atom 4 (C): -0.19, atom 5 (C): -0.60, atom 6 (C): 0.91, atom 7 (N): -0.64, atom 8 (H): 0.32

No. 6
ORCA calculation (ωB97M-V/def2-TZVPD) on a structure of composition C5H7NO.

The calculation puts the HOMO energy at -9.879 eV. The energy above the lowest of the compared OMol25 structures with the same formula, charge and spin is 74.3 kcal/mol. For the electronic energy, the calculation gives -324.6060 hartree. As for the total charge: 0.

Element x y z (Å)
C -0.048 -0.698 1.732
C 0.723 -0.141 0.506
C 1.198 -1.191 -0.422
N 0.705 -2.084 -0.990
C -0.287 0.136 -0.694
O -1.006 -0.816 -1.042
C -0.435 1.444 -1.385
H -0.877 -1.312 1.376
H 0.585 -1.313 2.380
H -0.458 0.115 2.348
H 1.470 0.601 0.847
H -0.996 1.194 -2.284
H 0.469 2.000 -1.651
H -1.044 2.065 -0.721

These are the Mulliken partial charges, in e, on atoms 1 to 8: atom 1 (C): -1.18, atom 2 (C): 0.46, atom 3 (C): 0.02, atom 4 (N): -0.41, atom 5 (C): 0.52, atom 6 (O): -0.53, atom 7 (C): -1.17, atom 8 (H): 0.33

No. 7
ORCA calculation (ωB97M-V/def2-TZVPD) on an isolated molecule of C5H7NO.

The calculation puts the HOMO energy at -11.138 eV. The energy above the lowest of the compared OMol25 structures with the same formula, charge and spin is 40.8 kcal/mol. For the electronic energy, the calculation gives -324.6595 hartree. Its structure (SMILES) is CC[C@@]1(C#N)CO1. As for the total charge: 0.

Element x y z (Å)
C -1.638 0.286 0.359
C -0.641 -0.830 0.070
C 0.698 -0.271 -0.361
C 0.720 0.452 -1.633
N 0.705 1.169 -2.541
C 1.674 0.231 0.612
O 1.834 -1.036 -0.013
H -1.253 0.949 1.143
H -2.594 -0.123 0.697
H -1.816 0.891 -0.536
H -0.465 -1.445 0.961
H -1.014 -1.504 -0.711
H 2.410 0.966 0.292
H 1.378 0.265 1.660

These are the Mulliken partial charges, in e, on atoms 1 to 8: atom 1 (C): -1.10, atom 2 (C): -0.55, atom 3 (C): 1.07, atom 4 (C): -0.10, atom 5 (N): -0.42, atom 6 (C): -0.62, atom 7 (O): -0.47, atom 8 (H): 0.30

No. 8
ORCA calculation (ωB97M-V/def2-TZVPD) on a structure of composition C5H7NO.

The calculation puts the HOMO energy at -9.042 eV. The energy above the lowest of the compared OMol25 structures with the same formula, charge and spin is 114.4 kcal/mol. For the electronic energy, the calculation gives -324.5421 hartree. As for the total charge: 0.

Element x y z (Å)
C 2.469 0.011 0.705
N 1.243 0.781 0.585
C 0.280 0.287 -0.031
O 0.135 -0.941 -0.690
C -0.988 -0.453 -1.424
C -2.115 -0.160 0.024
C -1.055 0.760 -0.494
H 3.261 0.560 0.187
H 2.752 -0.056 1.760
H 2.400 -0.999 0.283
H -2.057 -1.028 -0.930
H -1.904 -0.735 0.924
H -3.134 0.193 -0.120
H -1.286 1.781 -0.780

These are the Mulliken partial charges, in e, on atoms 1 to 8: atom 1 (C): -0.74, atom 2 (N): -0.51, atom 3 (C): 0.43, atom 4 (O): -0.28, atom 5 (C): -0.30, atom 6 (C): -0.56, atom 7 (C): -0.14, atom 8 (H): 0.27

No. 9
ORCA calculation (ωB97M-V/def2-TZVPD) on an isolated molecule of C5H7NO.

The calculation puts the HOMO energy at -7.184 eV. The energy above the lowest of the compared OMol25 structures with the same formula, charge and spin is 111.9 kcal/mol. For the electronic energy, the calculation gives -324.5461 hartree. As for the total charge: 0.

Element x y z (Å)
C -0.612 0.990 -0.157
C -1.907 0.669 0.536
C -1.207 -1.578 1.008
C 0.351 0.100 -0.458
C 1.717 0.432 -0.825
N -1.828 -0.515 1.039
O 0.091 -1.206 -0.583
H -0.154 1.960 -0.036
H -2.648 1.308 0.893
H -0.558 -1.957 1.696
H 1.709 0.125 -1.857
H 2.550 -0.080 -0.385
H 1.828 1.546 -0.784
H 0.669 -1.792 -0.086

These are the Mulliken partial charges, in e, on atoms 1 to 8: atom 1 (C): -0.38, atom 2 (C): -0.44, atom 3 (C): -0.26, atom 4 (C): 0.79, atom 5 (C): -1.19, atom 6 (N): -0.18, atom 7 (O): -0.53, atom 8 (H): 0.20